Molecular formula: C27H55FN3O11S3
Method: DFT, the ωB97M-V functional and the def2-TZVPD basis

As for the gap between HOMO and LUMO: 7.7 eV. The net charge is +1.

CARTESIAN COORDINATES (ANGSTROEM)
C  9.99  28.49  18.86
C  10.72  27.25  19.23
O  10.07  26.32  19.70
N  12.33  27.14  19.04
H  12.57  27.66  18.03
H  12.74  27.90  19.76
C  13.01  25.87  19.20
H  10.39  29.36  19.27
H  9.02  28.67  19.21
H  10.40  28.60  17.71
H  12.43  25.06  18.56
H  12.84  25.55  20.18
H  13.98  26.10  18.73
C  13.56  32.38  22.21
C  12.80  31.56  23.33
O  12.66  31.99  24.44
N  12.08  30.39  22.79
H  11.29  30.76  22.32
H  12.28  30.08  21.78
C  11.75  29.26  23.77
H  13.07  32.44  21.26
H  14.46  31.72  22.08
H  13.76  33.28  22.64
H  11.24  28.31  23.42
H  11.06  29.59  24.54
H  12.75  28.98  24.07
C  15.83  30.25  18.98
C  14.70  31.26  18.76
O  14.93  32.45  18.72
N  13.28  30.68  18.64
H  13.14  29.86  18.03
H  13.03  29.87  19.45
C  12.23  31.70  18.51
H  15.60  29.11  19.03
H  15.76  30.33  20.15
H  16.82  30.42  18.44
H  12.04  32.25  17.43
H  12.24  32.64  19.32
H  11.27  31.46  18.67
O  13.01  29.22  20.62
H  13.83  28.93  20.89
O  12.95  28.61  17.03
H  13.42  28.70  16.06
F  13.31  37.09  16.96
C  12.40  36.61  17.88
C  11.01  36.98  17.87
C  10.09  36.42  18.87
C  10.51  35.38  19.83
C  11.87  35.08  19.83
C  12.86  35.59  18.88
H  10.59  37.63  17.18
H  9.12  36.71  18.82
H  9.94  34.97  20.59
H  12.12  34.33  20.64
H  13.89  35.24  18.98
C  18.07  34.95  16.23
C  16.97  35.48  17.07
C  16.31  36.46  16.28
S  16.60  36.15  14.61
O  17.41  37.15  13.96
O  15.44  35.72  13.89
C  17.70  34.74  14.78
H  18.61  33.96  16.74
H  18.81  35.53  16.17
H  17.43  36.11  17.90
H  16.17  34.87  17.52
H  16.45  37.49  16.70
H  15.21  36.41  16.17
H  18.56  34.71  14.13
H  17.19  33.75  14.50
C  17.32  25.57  17.25
C  18.22  26.46  18.16
C  19.04  27.23  17.36
S  18.18  27.44  15.87
O  19.04  26.94  14.83
O  17.75  28.79  15.74
C  16.82  26.39  16.19
H  16.51  25.38  18.04
H  17.74  24.63  16.84
H  18.86  25.76  18.74
H  17.59  27.15  18.69
H  19.93  26.76  17.06
H  18.91  28.24  17.83
H  16.57  26.07  15.29
H  16.07  27.12  16.34
C  8.04  31.36  16.51
C  8.55  30.42  15.43
C  9.87  30.77  15.02
S  9.82  32.45  15.00
O  9.38  33.10  13.82
O  11.17  33.00  15.43
C  8.65  32.68  16.23
H  8.47  30.83  17.45
H  6.87  31.30  16.79
H  7.87  30.50  14.58
H  8.39  29.49  15.54
H  10.15  30.46  14.05
H  10.54  30.39  15.78
H  7.88  33.18  15.86
H  9.17  33.15  17.06

These are the Mulliken partial charges, in e, on atoms 1 to 8:
1. C -0.392
2. C 0.327
3. O -0.524
4. N 0.396
5. H 0.258
6. H 0.151
7. C -1.057
8. H -0.079

Molecular formula: C32H47N3O2PSSiTa
Method: DFT, the ωB97M-V functional and the def2-TZVPD basis

As for the gap between HOMO and LUMO: 6.9 eV. The net charge is +2.

CARTESIAN COORDINATES (ANGSTROEM)
Ta  1.03  -0.10  0.25
N  3.66  -0.87  2.56
C  4.46  -1.34  1.44
C  3.67  -1.44  0.17
O  4.10  -1.44  -0.93
O  2.27  -1.55  0.40
H  4.26  -0.48  3.28
H  3.16  -1.63  3.00
H  4.93  -2.33  1.59
H  5.27  -0.65  1.24
C  -2.60  2.87  3.68
Si  -1.59  4.14  2.79
C  -2.34  4.62  1.16
C  -1.27  5.62  3.85
C  0.14  3.36  2.43
C  1.31  3.90  2.98
C  2.57  3.35  2.75
C  2.66  2.23  1.96
N  1.56  1.70  1.41
C  0.34  2.24  1.64
S  -0.91  1.30  0.80
H  -3.54  3.31  4.01
H  -2.07  2.51  4.57
H  -2.84  2.01  3.05
H  -3.24  5.20  1.34
H  -2.61  3.76  0.55
H  -1.65  5.24  0.59
H  -2.23  6.11  4.05
H  -0.63  6.35  3.36
H  -0.83  5.36  4.81
H  1.24  4.79  3.60
H  3.46  3.79  3.17
H  3.61  1.75  1.74
C  -2.72  -1.54  2.05
C  -2.28  -1.83  0.61
C  -3.15  -2.90  -0.06
P  -0.49  -2.17  0.50
C  0.10  -3.38  1.74
C  0.43  -2.68  3.07
C  -0.82  -4.58  1.99
C  -0.08  -2.73  -1.18
C  -0.12  -4.05  -1.62
C  0.20  -4.38  -2.93
C  0.11  -5.80  -3.41
C  0.56  -3.35  -3.80
C  0.63  -2.03  -3.38
C  0.32  -1.73  -2.07
N  0.42  -0.39  -1.58
C  0.23  0.74  -2.45
C  1.30  1.63  -2.57
C  2.62  1.39  -1.88
C  1.14  2.73  -3.41
C  -0.04  2.95  -4.10
C  -0.20  4.13  -5.02
C  -1.08  2.04  -3.94
C  -0.98  0.93  -3.12
C  -2.15  -0.01  -2.97
H  -3.74  -1.15  2.03
H  -2.10  -0.80  2.54
H  -2.74  -2.45  2.65
H  -2.38  -0.91  0.03
H  -3.10  -3.85  0.47
H  -2.88  -3.07  -1.10
H  -4.19  -2.57  -0.03
H  1.03  -3.73  1.29
H  -0.47  -2.42  3.62
H  1.01  -1.77  2.94
H  1.01  -3.37  3.69
H  -1.75  -4.27  2.47
H  -0.32  -5.26  2.67
H  -1.07  -5.14  1.09
H  -0.41  -4.84  -0.94
H  0.07  -6.50  -2.58
H  0.98  -6.05  -4.03
H  -0.78  -5.95  -4.03
H  0.81  -3.59  -4.83
H  0.93  -1.25  -4.07
H  2.93  0.34  -1.94
H  2.62  1.73  -0.83
H  3.42  1.96  -2.34
H  1.97  3.42  -3.53
H  0.68  4.77  -5.01
H  -1.07  4.73  -4.73
H  -0.37  3.80  -6.04
H  -2.01  2.21  -4.47
H  -3.05  0.46  -3.35
H  -2.32  -0.26  -1.92
H  -2.00  -0.95  -3.50

These are the Mulliken partial charges, in e, on atoms 1 to 8:
1. Ta -0.889
2. N -0.402
3. C -0.687
4. C 0.370
5. O -0.501
6. O -0.143
7. H 0.280
8. H 0.147

Molecular formula: C20H38N2O3SbTl
Method: DFT, the ωB97M-V functional and the def2-TZVPD basis

As for the gap between HOMO and LUMO: 8.8 eV. The net charge is +2.

CARTESIAN COORDINATES (ANGSTROEM)
Tl  0.99  2.61  0.19
C  -4.90  0.89  -1.01
C  -4.55  2.13  -0.20
C  -3.39  1.92  0.82
C  -3.35  3.11  1.79
C  -2.24  3.01  2.84
C  -3.68  0.65  1.57
O  -4.43  0.54  2.49
N  -3.02  -0.48  1.05
C  -2.05  -0.44  0.12
O  -1.62  -1.57  -0.29
N  -1.52  0.68  -0.30
C  -2.09  1.87  0.05
O  -1.53  2.91  -0.30
H  -5.68  1.13  -1.73
H  -5.28  0.10  -0.38
H  -4.04  0.53  -1.57
H  -5.43  2.45  0.36
H  -4.27  2.94  -0.87
H  -4.31  3.17  2.30
H  -3.21  4.02  1.20
H  -2.41  2.17  3.51
H  -2.23  3.92  3.43
H  -1.26  2.90  2.37
H  -3.30  -1.38  1.43
C  -3.72  -2.33  -2.97
C  -2.53  -3.25  -2.82
C  -2.69  -4.23  -1.69
C  -2.16  -3.92  -4.12
Sb  -0.75  -1.86  -2.20
C  1.11  -3.08  -1.43
C  2.30  -2.16  -1.45
C  0.75  -3.57  -0.05
C  1.28  -4.21  -2.42
C  -0.39  0.07  -3.61
C  0.95  0.62  -3.21
C  -0.38  -0.54  -4.98
C  -1.50  1.06  -3.41
H  -4.60  -2.91  -3.24
H  -3.56  -1.59  -3.76
H  -3.95  -1.81  -2.04
H  -3.57  -4.84  -1.87
H  -2.82  -3.73  -0.73
H  -1.84  -4.91  -1.63
H  -2.98  -4.57  -4.42
H  -1.27  -4.54  -4.02
H  -2.00  -3.20  -4.93
H  2.16  -1.28  -0.82
H  2.56  -1.86  -2.46
H  3.16  -2.70  -1.05
H  0.58  -2.75  0.64
H  1.58  -4.16  0.33
H  -0.13  -4.21  -0.07
H  1.42  -3.85  -3.44
H  0.45  -4.91  -2.40
H  2.18  -4.76  -2.15
H  1.75  -0.09  -3.44
H  0.99  0.88  -2.15
H  1.14  1.52  -3.79
H  0.36  -1.33  -5.07
H  -0.11  0.24  -5.70
H  -1.35  -0.93  -5.28
H  -1.49  1.48  -2.40
H  -2.48  0.63  -3.61
H  -1.36  1.88  -4.11

These are the Mulliken partial charges, in e, on atoms 1 to 8:
1. Tl 0.861
2. C -0.821
3. C -1.160
4. C 2.229
5. C -1.211
6. C -1.120
7. C -0.492
8. O -0.535

Molecular formula: C3HNO
Method: DFT, the ωB97M-V functional and the def2-TZVPD basis

As for the gap between HOMO and LUMO (alpha / beta): 8.8 / 9.4 eV. As for the spin multiplicity: 3. The expectation value of S² is 2.02. The net charge is 0.

CARTESIAN COORDINATES (ANGSTROEM)
C  0.79  0.19  -1.49
C  0.67  1.42  0.30
C  -0.42  -0.49  0.31
N  0.13  -0.65  -0.94
O  -0.03  0.58  0.93
H  -1.15  -1.05  0.90

Here is what Mulliken gives for the atomic charges, in e:
1. C -0.056
2. C -0.045
3. C 0.088
4. N -0.273
5. O -0.112
6. H 0.397

Molecular formula: C2H5O4S
Method: DFT, the ωB97M-V functional and the def2-TZVPD basis

As for the gap between HOMO and LUMO: 6.0 eV. The net charge is -1.

CARTESIAN COORDINATES (ANGSTROEM)
C  0.87  1.54  -0.09
C  -3.03  -0.01  0.08
O  2.28  -2.15  0.08
O  -0.08  -0.93  0.48
O  -3.36  -0.50  -0.93
O  -3.05  0.51  1.12
S  -0.41  0.24  -0.47
H  1.65  0.95  0.45
H  0.55  2.31  0.67
H  1.11  1.94  -0.98
H  1.46  -1.70  0.42
H  2.02  -2.21  -0.81

These are the Mulliken partial charges, in e, on atoms 1 to 8:
1. C -0.773
2. C 0.725
3. O -0.676
4. O -0.774
5. O -0.422
6. O -0.426
7. S -0.048
8. H 0.202

Molecular formula: C45H52GaN3OSSi
Method: DFT, the ωB97M-V functional and the def2-TZVPD basis

As for the gap between HOMO and LUMO: 5.3 eV. The net charge is 0.

CARTESIAN COORDINATES (ANGSTROEM)
Ga  -0.05  -0.93  -0.13
C  1.82  3.58  3.13
C  1.39  2.46  2.18
C  1.35  1.13  2.94
C  2.27  2.31  0.96
C  3.55  2.78  0.94
C  4.45  2.50  -0.13
C  4.15  1.55  -1.03
C  2.90  0.76  -0.93
C  2.38  0.31  -2.32
C  2.10  1.55  -3.17
C  3.29  -0.65  -3.08
C  1.84  1.47  -0.14
N  0.58  1.15  -0.39
C  -0.49  1.94  -0.08
C  -1.74  1.33  0.02
N  -1.86  0.00  -0.04
C  -3.15  -0.57  -0.02
C  -3.69  -0.94  1.23
C  -4.96  -1.49  1.28
C  -5.71  -1.65  0.13
C  -5.19  -1.25  -1.09
C  -3.91  -0.71  -1.20
C  -3.49  -0.28  -2.59
C  -2.02  -0.46  -2.97
C  -3.91  1.17  -2.84
C  -2.91  -0.72  2.50
C  -2.42  -2.06  3.06
C  -3.73  0.05  3.54
C  -2.76  2.37  0.19
C  -4.12  2.41  0.37
C  -4.75  3.67  0.47
C  -4.05  4.85  0.40
C  -2.65  4.85  0.21
C  -1.79  5.97  0.09
C  -0.45  5.77  -0.11
C  0.14  4.49  -0.18
C  -0.66  3.38  -0.05
C  -2.05  3.60  0.12
H  1.07  3.72  3.89
H  1.92  4.52  2.58
H  2.76  3.35  3.62
H  0.37  2.69  1.88
H  2.35  0.86  3.28
H  0.99  0.32  2.29
H  0.69  1.20  3.80
H  3.92  3.39  1.75
H  5.38  3.03  -0.17
H  4.85  1.27  -1.80
H  1.43  -0.22  -2.17
H  3.02  2.07  -3.40
H  1.43  2.23  -2.65
H  1.63  1.25  -4.10
H  4.31  -0.27  -3.17
H  2.89  -0.80  -4.08
H  3.34  -1.62  -2.59
H  -5.38  -1.79  2.23
H  -6.70  -2.06  0.18
H  -5.79  -1.36  -1.98
H  -4.07  -0.91  -3.28
H  -1.39  0.30  -2.50
H  -1.92  -0.35  -4.05
H  -1.66  -1.45  -2.68
H  -3.28  1.86  -2.28
H  -4.94  1.34  -2.53
H  -3.83  1.42  -3.90
H  -2.02  -0.11  2.27
H  -3.26  -2.72  3.25
H  -1.88  -1.90  3.99
H  -1.75  -2.54  2.35
H  -4.56  -0.54  3.90
H  -4.11  0.97  3.11
H  -3.10  0.31  4.39
H  -4.72  1.52  0.41
H  -5.82  3.69  0.61
H  -4.58  5.79  0.48
H  -2.19  6.97  0.16
H  0.20  6.63  -0.20
H  1.21  4.41  -0.34
C  4.36  -5.57  1.37
Si  3.29  -5.25  -0.19
C  4.28  -5.87  -1.71
C  1.65  -6.21  -0.11
C  3.13  -3.38  -0.30
C  4.34  -2.64  -0.52
C  4.41  -1.31  -0.39
C  3.24  -0.52  0.06
N  2.04  -1.27  0.21
C  2.03  -2.60  0.00
S  0.41  -3.21  0.22
H  4.71  -6.59  1.45
H  3.79  -5.34  2.27
H  5.23  -4.92  1.36
H  4.40  -6.95  -1.66
H  5.27  -5.44  -1.75
H  3.79  -5.65  -2.65
H  1.83  -7.28  -0.09
H  1.02  -5.99  -0.96
H  1.09  -5.94  0.78
H  5.22  -3.20  -0.80
H  5.32  -0.76  -0.58
H  3.49  -0.01  1.00
O  -2.71  -3.57  -0.26
C  -2.15  -2.66  -0.63

These are the Mulliken partial charges, in e, on atoms 1 to 8:
1. Ga 0.680
2. C -2.208
3. C 1.797
4. C -1.463
5. C 0.788
6. C -0.468
7. C -1.632
8. C -1.027

Record-wise relative energy (zero: lowest compared OMol25 entry of this formula, charge and spin) values, in eV: 1.281, 1.147, 0.000, 2.471, 1.023, 4.300